(1)
The molecule C13H13FN2O3S, computed with the ωB97M-V functional and the def2-TZVPD basis.

Positions of all 33 atoms, in Å:
1 C -2.1682 -1.8927 -1.3669
2 H -2.9856 -1.4467 -1.9403
3 H -1.3198 -2.0902 -2.0293
4 H -2.5081 -2.8260 -0.9224
5 O -1.7918 -1.0734 -0.2799
6 C -1.3405 0.1661 -0.5314
7 C -1.1722 0.7157 -1.8009
8 C -0.6769 2.0035 -1.9129
9 C -0.3434 2.7818 -0.8206
10 C -0.5148 2.2280 0.4364
11 C -0.9972 0.9447 0.5752
12 S -1.2143 0.2815 2.2204
13 O -2.5957 -0.0019 2.4601
14 O -0.5341 1.1621 3.1310
15 N -0.4262 -1.1981 2.1657
16 H -0.8777 -1.8343 2.8040
17 C 1.0191 -1.1184 2.2956
18 C 1.5686 -0.6761 0.9692
19 C 2.1590 0.5702 0.7935
20 N 2.5800 1.0216 -0.3742
21 C 2.4356 0.2480 -1.4352
22 C 1.8749 -1.0196 -1.3787
23 C 1.4332 -1.4863 -0.1529
24 H 0.9790 -2.4618 -0.0565
25 H 1.7898 -1.6229 -2.2699
26 H 2.7883 0.6653 -2.3689
27 H 2.2936 1.2391 1.6333
28 H 1.4028 -2.1080 2.5549
29 H 1.2968 -0.4017 3.0788
30 H -0.2694 2.7743 1.3325
31 H 0.0417 3.7777 -0.9581
32 F -0.5152 2.5055 -3.1509
33 H -1.4112 0.1729 -2.7005

Its SMILES is COc1cc(F)ccc1S(=O)(=O)NCc1cccnc1. The value obtained for the frontier orbital gap is 9.5 eV. Its energy above the lowest of the compared OMol25 structures with the same formula, charge and spin is 0.179 eV. For the HOMO energy, the calculation gives -9.099 eV.

***

(2)
C12H15BBr36FO as an isolated structure at a distorted geometry, computed with the ωB97M-V functional and the def2-TZVPD basis.

Positions of all 66 atoms, in Å:
1 O -4.2146 2.8083 2.7876
2 B -4.5914 1.6836 1.8246
3 F -3.3650 1.3807 1.1185
4 H -4.9924 3.3499 2.9792
5 H -4.9349 0.7303 2.5107
6 H -5.4638 2.0072 1.0466
7 C -0.5103 3.1319 1.3562
8 Br -0.1880 3.2936 -0.5335
9 Br 0.2723 1.5167 2.0702
10 Br 0.0643 4.6968 2.3226
11 H -1.5854 3.0382 1.4846
12 C 0.6001 1.2558 -4.2592
13 Br -0.3467 0.0199 -3.1273
14 Br -0.2638 2.9749 -4.2952
15 Br 2.4527 1.4271 -3.7476
16 H 0.5870 0.8598 -5.2631
17 C 5.0410 2.0161 1.4849
18 Br 5.0010 1.8102 -0.4261
19 Br 6.0346 0.6063 2.3437
20 Br 5.6900 3.7522 2.0053
21 H 4.0226 1.9428 1.8326
22 C 5.1152 -3.0748 1.5525
23 Br 5.0591 -2.3752 -0.2376
24 Br 3.4807 -3.9774 2.0229
25 Br 6.6580 -4.2011 1.8197
26 H 5.2173 -2.2301 2.2192
27 C -0.9712 -1.6598 -6.9501
28 Br -1.8647 -2.8106 -5.6896
29 Br -1.7453 0.1036 -6.9757
30 Br 0.9221 -1.5864 -6.6012
31 H -1.1057 -2.0870 -7.9325
32 C -4.3525 -4.0421 -3.0118
33 Br -3.4934 -5.7674 -3.1511
34 Br -6.0419 -4.0164 -3.9394
35 Br -4.5309 -3.5014 -1.1758
36 H -3.7126 -3.3204 -3.4975
37 C -2.1377 2.0639 -11.0782
38 Br -0.5150 2.4580 -10.1210
39 Br -2.2602 0.1907 -11.5200
40 Br -3.6911 2.6668 -10.1122
41 H -2.1044 2.6105 -12.0084
42 C -6.3287 -5.6990 2.1033
43 Br -6.5397 -6.9524 3.5551
44 Br -5.0955 -4.2931 2.5573
45 Br -5.8316 -6.5901 0.4689
46 H -7.2914 -5.2393 1.9381
47 C 5.2377 1.6483 6.1513
48 Br 6.1011 -0.0746 6.2458
49 Br 3.6905 1.6154 5.0122
50 Br 4.8158 2.3269 7.9047
51 H 5.9458 2.3320 5.7055
52 C -2.4583 -2.7829 5.8667
53 Br -4.1217 -3.3969 6.6299
54 Br -1.3644 -4.2652 5.2855
55 Br -2.7493 -1.5093 4.4568
56 H -1.9162 -2.2777 6.6517
57 C 10.0931 -0.2517 4.7597
58 Br 11.6712 -0.9253 5.6385
59 Br 10.5315 1.0034 3.3662
60 Br 8.9841 -1.6798 4.0998
61 H 9.5163 0.2820 5.5013
62 C -4.0690 5.2304 -0.7026
63 Br -3.5441 7.1018 -0.5707
64 Br -3.9957 4.2750 1.0028
65 Br -5.8062 5.0620 -1.5426
66 H -3.3584 4.7661 -1.3733

The value obtained for the frontier orbital gap is 6.2 eV. For the HOMO energy, the calculation gives -5.249 eV. Its charge is -1.

***

(3)
C47H52HfN7O2PS4Si as an isolated structure at a distorted geometry, computed with the ωB97M-V functional and the def2-TZVPD basis.

Positions of all 115 atoms, in Å:
1 Hf -0.1276 0.3877 -0.3135
2 C -0.3277 -2.4740 4.5847
3 Si -1.2392 -0.9021 5.0638
4 C -2.9416 -1.3561 5.7452
5 C -0.2021 -0.0610 6.4081
6 C -1.5380 0.4331 3.7431
7 C -1.8838 1.7065 4.1666
8 C -2.1071 2.7435 3.2576
9 C -1.9319 2.4799 1.9192
10 N -1.5831 1.2777 1.4638
11 C -1.4221 0.2652 2.3414
12 S -1.0311 -1.2200 1.5751
13 H -0.1315 -3.0686 5.4815
14 H 0.6277 -2.2506 4.1088
15 H -0.9039 -3.0803 3.8882
16 H -2.8518 -2.0374 6.5943
17 H -3.5419 -1.8497 4.9782
18 H -3.4907 -0.4729 6.0783
19 H 0.0393 -0.7738 7.1999
20 H -0.7242 0.7776 6.8744
21 H 0.7399 0.3183 6.0057
22 H -1.9819 1.9066 5.2288
23 H -2.3954 3.7304 3.5921
24 H -2.0745 3.2424 1.1589
25 C 0.6604 -2.1516 -2.6576
26 O 0.5898 -0.7373 -2.4617
27 C 1.5356 -0.0359 -3.2759
28 C 2.6312 0.5606 -2.4147
29 O 2.0736 1.4783 -1.4825
30 C 1.9247 2.7990 -2.0107
31 H 1.6790 -2.5127 -2.5351
32 H 0.3082 -2.3935 -3.6642
33 H 0.0187 -2.6167 -1.9165
34 H 0.9880 0.7492 -3.8004
35 H 1.9786 -0.7201 -4.0012
36 H 3.3830 1.0521 -3.0388
37 H 3.1183 -0.2255 -1.8435
38 H 2.0166 2.8005 -3.0981
39 H 2.7011 3.4420 -1.5867
40 H 0.9290 3.1521 -1.7562
41 N 2.7777 10.1945 3.2364
42 C 2.6395 9.0765 3.0090
43 C 2.4676 7.6839 2.7384
44 C 3.5139 6.7915 2.9727
45 C 3.3416 5.4430 2.7345
46 C 2.1196 4.9670 2.2719
47 C 1.0771 5.8555 2.0244
48 C 1.2515 7.2054 2.2509
49 N 1.9322 3.5831 2.0663
50 C 2.5566 2.5547 2.7487
51 C 2.0366 1.4021 2.2591
52 N 1.1060 1.6999 1.2889
53 C 1.0672 3.0096 1.2012
54 H 4.4625 7.1652 3.3323
55 H 4.1634 4.7589 2.8964
56 H 0.1210 5.4871 1.6773
57 H 0.4456 7.9004 2.0600
58 H 3.2845 2.7208 3.5214
59 H 2.2672 0.3872 2.5316
60 H 0.4421 3.5536 0.5121
61 N -0.8176 1.7930 -1.4243
62 C -1.8373 1.9937 -2.2911
63 C -3.1877 2.1021 -1.8564
64 C -4.2076 2.4700 -2.7191
65 C -3.9629 2.6807 -4.0720
66 C -2.6611 2.5355 -4.5369
67 C -1.6250 2.2242 -3.6747
68 H -3.3841 1.9536 -0.8008
69 H -5.2153 2.5942 -2.3327
70 H -4.7622 2.9648 -4.7445
71 H -2.4491 2.6972 -5.5884
72 H -0.6074 2.1926 -4.0462
73 N -2.4258 -2.7464 -3.6322
74 C -2.8222 -1.6434 -2.9692
75 S -2.2869 -1.3738 -1.3846
76 N -3.7082 -0.8431 -3.5544
77 C -4.2069 -0.9560 -4.8773
78 C -3.3589 -1.1705 -5.9593
79 C -3.8808 -1.2624 -7.2398
80 C -5.2463 -1.1405 -7.4530
81 C -6.0879 -0.9074 -6.3747
82 C -5.5730 -0.8152 -5.0922
83 H -1.9462 -3.4412 -3.0867
84 H -2.9448 -3.0511 -4.4419
85 H -3.9213 0.0055 -3.0443
86 H -2.2908 -1.2307 -5.7938
87 H -3.2108 -1.4093 -8.0771
88 H -5.6542 -1.2209 -8.4517
89 H -7.1533 -0.7976 -6.5303
90 H -6.2303 -0.6367 -4.2501
91 S 4.3225 -2.6555 -1.6681
92 P 3.0722 -2.8014 -0.1556
93 S 2.0524 -1.1424 0.4028
94 C 1.9037 -4.2018 -0.3674
95 C 0.6576 -4.2041 0.2458
96 C -0.1545 -5.3257 0.1602
97 C 0.2797 -6.4478 -0.5311
98 C 1.5189 -6.4403 -1.1573
99 C 2.3305 -5.3182 -1.0791
100 C 3.9233 -3.3350 1.3756
101 C 5.2244 -3.8140 1.3245
102 C 5.8451 -4.2517 2.4871
103 C 5.1698 -4.2067 3.6972
104 C 3.8672 -3.7267 3.7482
105 C 3.2437 -3.2941 2.5899
106 H 0.3178 -3.3293 0.7850
107 H -1.1255 -5.3202 0.6401
108 H -0.3455 -7.3306 -0.5812
109 H 1.8571 -7.3116 -1.7042
110 H 3.2928 -5.2938 -1.5759
111 H 5.7454 -3.8313 0.3751
112 H 6.8587 -4.6302 2.4457
113 H 5.6589 -4.5447 4.6022
114 H 3.3353 -3.6912 4.6912
115 H 2.2298 -2.9158 2.6149

The value obtained for the frontier orbital gap is 6.5 eV. Its energy above the lowest of the compared OMol25 structures with the same formula, charge and spin is 1.581 eV. For the HOMO energy, the calculation gives -6.897 eV.

***

(4)
A 2-piece molecular cluster, C6H12N4O3 overall at a distorted geometry, computed with the ωB97M-V functional and the def2-TZVPD basis.

Positions of all 25 atoms, in Å:
1 C -5.6611 1.2808 -0.4031
2 C -5.3717 0.7043 0.7341
3 C -3.4135 0.9149 -0.4758
4 C -3.5145 -0.5366 1.7897
5 C -3.5127 -1.8449 0.9264
6 C 7.2474 -1.2874 0.7367
7 N -4.4419 1.4655 -1.0974
8 N 7.8387 -0.4139 0.0380
9 N -2.0260 1.0512 -0.9157
10 N -4.0782 0.4389 0.9219
11 O -1.9063 1.5278 -2.0072
12 O -1.2357 0.8498 -0.0384
13 O -2.9456 -1.6402 -0.3436
14 H -6.5148 1.6400 -0.7760
15 H -6.0589 0.1522 1.4050
16 H -2.5391 -0.2240 2.0216
17 H -4.0670 -0.6514 2.6776
18 H -3.1343 -2.6813 1.5371
19 H -4.6036 -1.9829 0.8705
20 H 6.3254 -1.0426 1.2634
21 H 7.4032 -2.3370 0.4782
22 H -4.3348 1.6958 -2.1444
23 H 8.5102 -0.6443 -0.7444
24 H 7.7101 0.5694 0.2271
25 H -2.0058 -1.7798 -0.2141

The value obtained for the frontier orbital gap is 8.1 eV. Its energy above the lowest of the compared OMol25 structures with the same formula, charge and spin is 0.000 eV. For the HOMO energy, the calculation gives -15.657 eV. Its charge is +2.